(1)
ORCA calculation (ωB97M-V with the def2-TZVPD basis set) on a molecular structure, C19H34BCl3OSn at a distorted geometry.

Summary:
Frontier orbital gap ... 0.2226 Ha
Net charge ... 0
Multiplicity ... 1
LUMO ... -2.6 eV
HOMO ... -8.70 eV
Energy relative to the best compared isomer or geometry (same formula, charge and spin) ... 1.200 eV

Element x y z (Å)
Cl 1.827084 0.421380 7.981072
B 1.470297 -1.364287 7.407763
Cl 2.696785 -1.884678 6.184831
Cl 1.655798 -2.531548 8.940080
O 0.103745 -1.491011 6.923474
C -1.064188 -1.895986 7.756282
C -2.272418 -1.883421 6.822100
C -2.860428 -3.073809 6.282964
C -4.102104 -3.023621 5.603283
C -4.771579 -1.813742 5.388895
C -4.075412 -0.641345 5.709625
C -2.831444 -0.656771 6.343432
H -0.978400 -2.845610 8.400914
H -2.359323 -4.014522 6.464502
H -4.542706 -3.956486 5.202264
H -5.734973 -1.790541 4.825765
H -4.546207 0.309951 5.397043
H -2.294804 0.242289 6.583565
C 4.650855 -2.676683 10.677589
C 4.056312 -1.268723 10.492327
C 2.899692 -1.015030 11.518399
C 1.958646 0.176050 11.167285
Sn -0.049290 -0.274595 10.260089
C -0.527106 -1.224002 12.280236
C -2.022173 -1.448050 12.356815
C -2.436970 -2.286799 13.592586
C -3.882813 -2.729554 13.641918
C -0.681459 1.856581 10.720733
C -0.546292 2.389224 12.192450
C -1.884358 2.614989 12.940030
C -1.733127 3.381236 14.261934
H -1.235719 -1.412086 8.779821
H 5.293869 -2.919477 9.817777
H 5.329584 -2.681711 11.545518
H 3.862512 -3.441623 10.797945
H 4.838954 -0.484305 10.641901
H 3.690132 -1.185791 9.456887
H 2.286517 -1.947662 11.609337
H 3.339884 -0.867727 12.537812
H 1.747241 0.736336 12.097411
H 2.462322 0.824972 10.370408
H 0.036122 -2.142948 12.279164
H -0.173672 -0.555309 13.085801
H -2.586865 -0.482904 12.375137
H -2.354167 -1.977889 11.447379
H -1.788405 -3.167400 13.613262
H -2.191750 -1.688277 14.482311
H -4.045185 -3.329539 14.531833
H -4.558560 -1.854730 13.688950
H -4.134800 -3.299790 12.743609
H -0.015019 2.477863 10.109191
H -1.721324 1.908786 10.381735
H 0.040297 1.688458 12.815799
H 0.060310 3.330231 12.218673
H -2.536657 3.173031 12.231289
H -2.389416 1.646059 13.134922
H -2.725163 3.679106 14.608096
H -1.205547 2.776782 15.002411
H -1.236234 4.341853 14.096274

Forces on the atoms, in the same order (eV/Å):
Cl -0.7 -0.3 -0.2
B -0.9 -0.7 -0.1
Cl 0.0 0.2 -0.2
Cl -0.8 0.3 0.2
O -1.5 -0.6 2.2
C 1.6 -1.3 -1.1
C -1.2 0.1 -1.1
C -0.2 1.3 0.9
C 0.3 -0.4 0.0
C 0.7 -0.3 -0.5
C -0.4 0.6 -0.5
C -0.1 -1.4 1.1
H 0.5 0.2 -2.1
H -0.1 -0.1 0.0
H 0.4 0.6 0.4
H 0.9 0.0 0.7
H 0.5 -0.5 0.4
H -0.1 0.4 0.0
C 0.6 0.4 0.0
C -0.3 0.2 0.5
C -0.1 -0.2 -0.1
C 1.2 0.0 -1.4
Sn 2.9 1.7 3.8
C -1.1 0.0 -1.1
C -1.0 -0.3 0.4
C 0.7 0.5 -0.2
C -0.3 0.7 -0.2
C -0.5 0.5 -0.3
C 0.3 -0.9 0.6
C -0.1 0.1 -0.9
C -0.3 0.2 -0.8
H 0.0 1.7 -0.6
H -0.3 -0.1 0.2
H -0.4 -0.2 0.0
H 0.4 0.3 -0.1
H -0.5 -0.6 -0.2
H 0.1 0.2 0.6
H 0.5 0.5 -0.1
H -0.2 0.0 -0.7
H -0.2 0.0 -0.7
H -0.6 -0.6 1.6
H 0.2 -0.4 0.2
H 0.2 0.0 -0.8
H 0.5 -0.6 -0.1
H 0.0 0.1 0.3
H 0.0 0.0 0.1
H 0.0 -0.2 0.0
H -0.2 -0.2 0.0
H 0.2 -0.4 0.0
H -0.1 -0.1 0.2
H -0.4 -0.4 -0.3
H 0.2 0.5 0.0
H -0.1 0.2 -0.3
H -0.6 -0.6 -0.3
H 0.2 -0.2 0.6
H 0.3 0.4 -0.2
H 0.0 -0.4 0.3
H -0.1 0.2 0.1
H 0.4 -0.2 0.1

(2)
ORCA calculation (ωB97M-V with the def2-TZVPD basis set) on 15 unconnected molecules or ions with the total composition C24H31Cl42F3O2PS at a distorted geometry.

Summary:
Frontier orbital gap ... 0.1873 Ha
Net charge ... -1
Multiplicity ... 1
LUMO ... 1.6 eV
HOMO ... -3.47 eV
Energy relative to the best compared isomer or geometry (same formula, charge and spin) ... 0.000 eV

Element x y z (Å)
C -4.409310 -0.258885 2.097812
C -3.189065 -1.155773 1.935827
C -2.671135 -1.265219 0.512648
C -2.086338 0.004210 -0.103944
C -1.101107 0.831214 0.741040
C 0.359808 0.716614 0.214593
C 1.356908 1.615332 0.996052
C 0.768820 2.935093 1.497257
C 0.259709 2.821879 2.908403
F 0.706350 1.822945 3.704407
C -0.632571 3.673469 3.427133
F -0.782816 4.916343 2.918144
F -1.467755 3.444404 4.445994
P 0.911037 -0.905045 0.490440
O 0.301520 -1.918387 -0.613151
O 0.332737 -1.542409 1.907276
S 2.874166 -1.121843 0.481450
H -4.604923 -0.153576 3.164183
H -4.256947 0.743685 1.712167
H -5.290557 -0.738542 1.684361
H -2.407355 -0.911701 2.645109
H -3.509827 -2.158809 2.213628
H -3.526091 -1.546371 -0.108395
H -1.985822 -2.104911 0.470782
H -2.892037 0.652146 -0.434736
H -1.561620 -0.299067 -1.003756
H -1.428942 1.863553 0.665949
H -1.140938 0.577727 1.807371
H 2.156982 1.882283 0.314634
H 1.860531 1.122468 1.828011
H 1.549105 3.694245 1.512148
H -0.040574 3.323193 0.893662
H 0.576139 -2.800308 -0.343900
H 0.665674 -0.969063 2.602665
C 4.671980 4.953600 0.899251
Cl 4.432441 3.226940 0.674232
Cl 5.196303 5.716029 -0.606948
Cl 3.181764 5.691212 1.492804
H 5.444681 5.107886 1.639880
C -4.383307 -5.152796 2.915637
Cl -2.783203 -4.753826 3.524913
Cl -5.645605 -4.463052 3.945124
Cl -4.556294 -4.588798 1.250828
H -4.495597 -6.228181 2.920080
C 5.593541 -1.362398 -3.003655
Cl 6.006264 -0.982218 -1.336277
Cl 3.875325 -1.129076 -3.295990
Cl 6.561007 -0.391240 -4.129000
H 5.828455 -2.402608 -3.179395
C -2.727894 0.998767 -4.144967
Cl -2.324759 2.069589 -2.809279
Cl -1.736536 -0.457302 -4.099197
Cl -4.450102 0.578350 -4.129277
H -2.524032 1.526979 -5.061864
C 7.034621 2.322636 3.600339
Cl 6.650420 0.652299 3.180999
Cl 8.057463 3.057868 2.362580
Cl 5.553457 3.245887 3.812859
H 7.579611 2.324033 4.534012
C -2.815333 5.972697 0.994100
Cl -2.900649 4.256837 0.628196
Cl -1.786579 6.812449 -0.175312
Cl -4.429861 6.690958 1.029229
H -2.370995 6.087537 1.971923
C -2.641181 -0.916052 -8.463062
Cl -3.247392 -0.264624 -6.943225
Cl -2.171590 0.384588 -9.565012
Cl -1.290995 -2.010263 -8.175999
H -3.437446 -1.479377 -8.928334
C -3.375589 -5.708348 -8.606635
Cl -2.148637 -5.264159 -7.426821
Cl -4.108025 -4.281568 -9.350738
Cl -2.704550 -6.772210 -9.845009
H -4.157519 -6.247710 -8.090863
C 8.957861 -2.042246 1.832583
Cl 9.590859 -3.300440 2.899308
Cl 10.128821 -0.735745 1.643905
Cl 8.503301 -2.710764 0.269402
H 8.071284 -1.630894 2.294511
C 0.805917 -4.959707 5.659094
Cl -0.153817 -4.628091 7.106256
Cl 0.846245 -6.696452 5.329413
Cl 0.187651 -4.071195 4.276230
H 1.818751 -4.631230 5.846349
C -4.024909 7.633574 -3.261101
Cl -4.066513 5.894054 -3.524757
Cl -3.481714 8.474459 -4.717315
Cl -5.606264 8.234326 -2.754083
H -3.317157 7.837716 -2.468943
C 0.890410 3.010022 -4.698768
Cl 1.817992 4.328217 -5.427316
Cl -0.190457 2.278355 -5.895097
Cl 1.949896 1.800931 -3.994801
H 0.277289 3.423749 -3.908956
C 7.387124 -2.868123 6.284721
Cl 6.604266 -2.406923 7.797759
Cl 7.047026 -4.555379 5.894225
Cl 6.886495 -1.800144 4.974369
H 8.455571 -2.762761 6.412560
C -8.206122 -5.374501 1.033437
Cl -9.226179 -5.057928 2.436129
Cl -8.129715 -7.105720 0.691320
Cl -8.778493 -4.483071 -0.375706
H -7.205189 -5.033678 1.262865

Forces on the atoms, in the same order (eV/Å):
C 0.4 -0.1 0.8
C -0.5 -0.4 -0.2
C -0.4 0.2 0.2
C 0.2 -0.2 0.3
C 0.6 -0.1 -0.6
C -0.5 -0.8 1.1
C -0.2 0.3 -0.8
C 0.7 0.1 1.0
C -0.8 0.9 0.3
F -0.6 -0.2 -0.3
C 0.5 -0.6 -0.1
F -0.5 -0.7 0.1
F 0.7 0.5 -0.1
P 1.2 1.2 -0.8
O -0.6 0.0 0.6
O -0.5 -0.5 -0.5
S 0.2 -0.2 0.2
H -0.1 0.1 0.2
H -0.1 0.1 -0.3
H -0.2 0.2 -0.4
H 0.3 0.3 0.0
H 0.0 -0.2 0.2
H -0.1 -0.2 -0.2
H 0.3 0.0 -0.1
H -0.3 0.0 0.1
H 0.0 0.1 -0.2
H 0.0 0.3 0.1
H -0.4 0.0 0.1
H 0.2 0.0 -0.1
H 0.1 0.1 0.2
H 0.1 0.0 -0.2
H -0.1 0.0 -0.3
H 0.1 -0.3 -0.2
H 0.1 0.1 0.3
C -0.1 -0.3 -0.2
Cl 0.1 0.0 -0.2
Cl 0.0 0.1 0.0
Cl 0.1 0.3 0.1
H 0.0 0.0 0.0
C 0.2 0.1 0.1
Cl -0.2 -0.1 0.0
Cl 0.0 0.0 -0.1
Cl -0.1 -0.1 -0.1
H 0.0 0.0 0.0
C -0.2 0.1 0.1
Cl 0.0 0.0 -0.1
Cl 0.0 0.0 0.0
Cl 0.0 0.0 0.0
H 0.0 0.0 0.0
C 0.1 -0.2 0.3
Cl 0.0 0.2 -0.1
Cl 0.1 0.1 0.3
Cl -0.1 0.1 0.1
H 0.0 0.0 -0.1
C 0.0 -0.1 -0.2
Cl -0.1 0.3 -0.3
Cl 0.0 0.0 0.0
Cl 0.0 0.1 0.3
H 0.0 0.0 0.0
C -0.1 -0.1 -0.1
Cl 0.0 0.0 0.0
Cl 0.0 0.0 0.0
Cl 0.0 0.0 0.0
H 0.0 0.0 0.0
C 0.1 0.1 0.1
Cl -0.2 -0.1 -0.5
Cl 0.0 0.0 0.0
Cl 0.0 0.1 0.0
H 0.0 0.0 0.0
C 0.1 0.0 0.0
Cl -0.1 -0.1 0.0
Cl 0.0 0.0 0.0
Cl 0.0 0.0 0.0
H 0.0 0.0 0.0
C 0.0 0.0 -0.1
Cl 0.0 0.0 0.0
Cl 0.0 0.0 0.0
Cl 0.1 0.0 0.1
H 0.0 0.0 0.0
C -0.1 0.0 -0.1
Cl 0.0 0.0 0.0
Cl 0.0 0.0 0.0
Cl 0.2 0.1 0.0
H 0.0 0.0 0.0
C 0.0 -0.1 -0.1
Cl 0.0 0.0 0.1
Cl 0.0 0.0 0.0
Cl 0.0 0.0 0.0
H 0.0 0.0 0.0
C 0.1 -0.2 0.2
Cl 0.0 0.0 0.0
Cl 0.1 0.1 -0.2
Cl 0.0 0.1 0.0
H 0.0 0.0 0.0
C -0.1 -0.1 -0.1
Cl 0.0 0.0 0.0
Cl 0.0 0.0 0.0
Cl 0.0 -0.2 0.3
H 0.0 0.0 0.0
C 0.0 0.0 0.0
Cl 0.0 0.0 0.0
Cl 0.0 0.0 0.0
Cl 0.0 0.0 0.0
H 0.0 0.0 0.0